C23H41ClErP2 | ωB97M-V/def2-TZVPD

Each line ends with the Löwdin spin population.
Element x y z (Å)
Er: 1.58 0.48 0.64  3.014
Cl: 3.54 1.93 0.40  -0.002
P: 0.20 0.93 -1.58  -0.001
P: 1.55 -1.63 -0.65  0.001
C: -4.94 1.81 -0.98  0.000
C: 4.28 -0.96 3.20  0.000
C: -5.23 1.70 -2.28  0.000
C: 0.67 -0.04 2.95  -0.003
C: -3.01 0.20 -0.30  0.000
C: 1.96 -1.90 2.56  0.000
C: 2.36 -3.32 2.33  0.000
C: 2.54 1.55 3.88  0.000
C: 3.08 -2.50 -1.06  0.000
C: -0.57 -2.21 2.13  0.000
C: 0.36 -2.56 -1.78  0.000
C: 1.81 -0.06 -1.63  -0.001
C: -4.30 1.49 -3.43  0.000
C: -3.62 1.62 -0.27  0.000
C: -2.80 1.67 -3.10  0.000
C: 2.03 0.29 3.26  -0.002
C: 0.21 2.69 -0.85  0.000
C: 0.56 1.46 -3.30  -0.001
C: 2.82 -0.85 2.96  -0.002
C: -0.46 0.94 2.98  0.000
C: -2.22 0.34 -2.66  0.000
C: -2.80 -0.40 -1.68  -0.001
C: 0.63 -1.40 2.50  -0.002
H: -4.55 2.13 -4.30  0.000
H: 2.89 2.25 3.10  0.000
H: 3.84 -1.80 -1.42  0.000
H: 0.21 2.74 0.27  0.000
H: -2.67 2.46 -2.35  0.000
H: -0.44 1.50 3.92  0.000
H: -0.32 1.80 -3.84  0.000
H: 0.69 -2.42 -2.83  0.000
H: 3.41 1.32 4.52  0.000
H: -2.02 0.27 0.22  0.000
H: -2.66 -1.48 -1.69  0.000
H: 1.07 3.23 -1.28  0.000
H: -0.81 -2.93 2.93  0.000
H: -0.39 1.70 2.17  0.000
H: -0.72 3.16 -1.21  0.000
H: -0.69 -2.24 -1.66  0.000
H: -3.62 -0.50 0.31  0.000
H: -1.45 -1.58 1.96  0.000
H: -2.86 2.35 -0.56  0.000
H: 3.45 -3.40 2.21  0.000
H: -5.75 2.03 -0.28  0.000
H: -1.55 -0.11 -3.38  0.000
H: 1.76 2.04 4.49  0.000
H: 3.40 -3.02 -0.15  0.000
H: 4.82 -0.27 2.54  0.000
H: 2.09 -3.94 3.20  0.000
H: 0.47 -3.63 -1.52  0.000
H: 1.28 2.28 -3.22  0.000
H: 1.88 -3.76 1.45  0.000
H: -4.43 0.45 -3.77  0.000
H: -3.82 1.85 0.78  0.000
H: 2.68 0.58 -1.28  0.000
H: 4.53 -0.71 4.24  0.000
H: -6.28 1.74 -2.58  0.000
H: -0.38 -2.79 1.21  0.000
H: 1.02 0.62 -3.84  0.000
H: 4.62 -1.97 2.99  0.000
H: 2.79 -3.21 -1.84  0.000
H: 2.03 -0.52 -2.61  0.001
H: -1.44 0.46 2.89  0.000
H: -2.29 2.02 -4.01  0.000

The value obtained for the max |F| is 5.9 eV/A. Its multiplicity is 4. For the total energy, the calculation gives -83229.1477 eV. Its HOMO-LUMO gap (alpha / beta) is 6.8 / 6.9 eV. Its expectation value of S² is 3.75. Its charge is +1.

C23H41ClO14P2 | ωB97M-V/def2-TZVPD

Each line ends with the Löwdin charge.
Element x y z (Å)
Cl: 2.54 -4.61 -0.38  0.230
P: 1.45 -4.30 -2.11  0.618
P: 1.03 3.78 -1.66  0.956
O: 0.55 1.14 -1.72  -0.131
O: 4.11 6.47 1.96  0.008
O: -0.50 4.63 0.97  0.079
O: -3.68 -6.49 3.32  0.125
O: -2.32 3.45 1.38  0.111
O: 4.77 4.41 1.33  0.120
O: -2.54 -1.88 -0.08  0.105
O: 0.34 -1.90 -1.43  -0.134
O: 0.70 -5.76 -2.34  -0.353
O: -2.57 -4.56 3.67  0.017
O: -2.02 -4.06 -0.41  -0.030
O: 6.22 6.07 1.81  0.005
O: -2.35 -6.15 5.11  0.006
O: -0.24 4.61 -2.35  -0.308
C: -1.40 0.86 -3.16  -0.151
C: 5.01 5.54 1.67  -0.625
C: 0.10 -1.06 -2.56  -0.256
C: -2.66 -7.47 5.55  -0.041
C: 0.76 1.31 1.62  -0.222
C: -0.52 0.28 -2.02  -0.271
C: 7.29 5.18 1.53  -0.042
C: -1.34 3.59 0.71  -0.490
C: 1.42 -0.78 -3.19  -0.056
C: -1.08 2.54 -0.38  -0.069
C: -2.90 1.02 -2.80  -0.078
C: -0.02 -3.24 -1.59  -0.487
C: -4.08 -3.13 -1.31  0.039
C: -0.63 -3.73 -0.25  -0.150
C: 2.51 -0.49 -3.59  0.141
C: 0.36 2.23 -0.79  -0.510
C: 1.33 2.02 0.40  -0.167
C: 2.75 6.03 1.84  -0.048
C: -2.94 -5.80 3.97  -0.623
C: -3.13 -4.05 2.46  -0.032
C: -2.79 -2.96 -0.54  -0.545
C: 2.00 3.19 -3.10  -0.252
C: 0.14 -0.08 1.37  -0.084
H: -4.22 -4.02 2.53  0.107
H: -2.12 -7.63 6.48  0.093
H: -1.34 0.27 -4.07  0.109
H: 1.36 2.58 -3.75  0.030
H: -0.80 -3.42 -2.34  0.127
H: 2.33 4.07 -3.65  0.035
H: 2.11 6.87 2.10  0.094
H: -1.11 -0.05 -1.16  0.118
H: 2.56 5.21 2.53  0.094
H: 0.04 1.91 2.19  0.101
H: -4.90 -2.83 -0.65  0.094
H: -0.65 4.09 -3.05  0.041
H: -2.82 -4.65 1.61  0.085
H: 7.25 4.84 0.49  0.097
H: 3.33 -0.12 -4.15  0.038
H: -0.99 1.84 -3.41  0.092
H: -0.46 -2.99 0.53  0.127
H: -4.26 -4.15 -1.63  0.086
H: -0.44 4.74 1.92  0.125
H: 0.79 -0.66 0.71  0.074
H: -4.06 -2.42 -2.14  0.085
H: -0.12 -4.64 0.07  0.087
H: 8.22 5.73 1.68  0.092
H: 2.18 1.43 0.03  0.128
H: -1.64 1.68 -0.02  0.112
H: -0.89 -0.04 1.02  0.055
H: 0.12 -0.61 2.32  0.078
H: 2.87 2.63 -2.77  0.041
H: 7.27 4.32 2.20  0.097
H: -2.33 -8.21 4.82  0.097
H: 2.53 5.73 0.82  0.079
H: -0.54 -1.51 -3.31  0.143
H: -2.75 -3.04 2.33  0.094
H: -1.64 2.89 -1.25  0.111
H: -3.06 1.06 -1.72  0.065
H: -3.55 0.29 -3.27  0.065
H: -0.24 -5.61 -2.51  0.047
H: 1.68 3.01 0.69  0.073
H: -3.73 -7.58 5.73  0.097
H: 1.60 1.14 2.30  0.110
H: -3.23 2.00 -3.16  0.072

The value obtained for the max |F| is 2.2 eV/A. For the total energy, the calculation gives -84279.1871 eV. Its HOMO-LUMO gap is 8.3 eV. As for the SMILES: C#C[C@@H](O[C@H](COC(C)=O)P(O)Cl)[C@H](CC)O[C@](CCC)(CC(=O)O)P(C)O.COC(=O)OC.COC(=O)OC.

C23H41DyN2P3S | ωB97M-V/def2-TZVPD

Each line ends with the Löwdin spin population.
Element x y z (Å)
Dy: 0.96 0.05 -0.70  5.019
S: -0.56 -0.92 -3.97  -0.003
P: -1.22 0.65 1.91  -0.008
P: -0.95 2.00 -1.29  0.000
P: 2.39 1.90 1.37  0.011
N: 0.09 -1.90 0.56  -0.009
N: 3.00 -1.52 4.32  0.000
C: -0.63 0.02 3.54  -0.001
C: 2.86 0.04 -3.13  -0.002
C: -2.78 1.93 -1.26  0.000
C: -1.86 2.30 2.42  -0.001
C: 1.98 -0.62 -3.97  -0.006
C: 1.11 -1.69 1.41  -0.011
C: -0.40 -4.53 -2.22  0.000
C: 1.18 -2.36 2.64  0.000
C: -0.75 -3.61 2.00  0.000
C: 3.33 2.96 0.18  0.003
C: -1.07 -2.38 -3.10  -0.001
C: -2.46 -2.77 -3.06  0.000
C: 3.75 1.42 2.49  0.002
C: -0.86 -2.83 0.86  0.001
C: -1.65 -5.05 -2.66  0.000
C: 2.17 -1.93 3.60  0.000
C: -2.83 -0.22 1.94  -0.001
C: -0.72 3.67 -0.57  0.005
C: 1.69 3.23 2.44  0.003
C: -0.74 2.49 -3.04  0.003
C: -0.11 -3.16 -2.46  -0.001
C: -2.71 -4.15 -2.96  0.000
C: 0.28 -3.39 2.91  0.000
H: -3.31 -0.15 0.95  0.000
H: 4.11 3.55 0.70  0.001
H: 4.50 0.90 1.89  0.000
H: -1.12 1.69 -3.68  0.000
H: -3.10 0.90 -1.45  0.000
H: -2.65 2.62 1.71  0.000
H: -0.71 -1.07 3.61  0.000
H: 2.50 3.80 2.93  0.001
H: 3.17 1.09 -3.38  0.001
H: 3.78 -0.60 -3.15  0.000
H: 0.35 -3.99 3.83  0.000
H: 0.35 3.88 -0.45  0.000
H: -1.19 3.77 0.41  0.000
H: -1.86 -6.14 -2.77  0.000
H: 1.96 -1.04 1.09  -0.006
H: 3.39 0.74 3.26  0.000
H: -1.68 -2.94 0.14  0.000
H: 0.43 0.27 3.64  0.000
H: 3.79 2.31 -0.58  0.000
H: 0.34 2.62 -3.25  0.000
H: -3.49 0.21 2.72  0.000
H: -1.02 3.02 2.38  0.000
H: -3.21 2.24 -0.30  0.000
H: -1.16 4.40 -1.26  0.001
H: 1.82 -0.17 -4.99  0.000
H: -1.51 -1.14 -4.91  0.000
H: 0.38 -5.15 -1.74  0.000
H: -1.49 -4.39 2.16  0.000
H: 1.05 2.78 3.21  0.000
H: -2.23 2.23 3.45  0.000
H: -3.72 -4.58 -3.14  0.000
H: -3.26 -2.00 -3.12  0.000
H: 4.24 2.29 2.96  0.000
H: 1.10 3.90 1.81  0.000
H: -1.28 3.43 -3.24  0.001
H: -2.70 -1.28 2.18  0.000
H: -1.22 0.51 4.34  0.000
H: 2.62 3.64 -0.32  0.000
H: -3.16 2.59 -2.06  0.000
H: 1.84 -1.66 -3.57  0.000
H: 0.86 -2.71 -2.19  0.000

The value obtained for the max |F| is 2.8 eV/A. Its multiplicity is 6. For the total energy, the calculation gives -90251.7168 eV. Its HOMO-LUMO gap (alpha / beta) is 6.4 / 5.6 eV. For the relative energy (zero: lowest compared OMol25 entry of this formula, charge and spin), the calculation gives 75.63 kcal per mole. Its expectation value of S² is 9.34. Its charge is +3.

C23H41F5OP2TeW | ωB97M-V/def2-TZVPD

Each line ends with the Löwdin spin population.
Element x y z (Å)
W: 1.01 -0.39 -2.71  1.687
Te: -4.10 1.04 2.21  0.000
P: -1.69 0.05 -4.12  0.010
P: -2.00 -2.74 -4.42  0.003
F: -2.59 1.66 3.22  0.000
F: -3.65 -0.78 2.56  0.000
F: -5.47 0.93 3.56  0.000
F: -5.38 0.33 0.99  0.000
F: -4.71 2.77 1.66  0.000
O: -2.83 1.06 0.78  0.000
C: -1.09 -1.77 -2.06  0.010
C: -2.52 -2.82 -0.13  -0.001
C: -0.29 0.12 -5.16  0.017
C: 2.76 -1.91 -0.08  0.000
C: 0.33 -0.08 0.90  -0.002
C: 2.25 1.33 -1.90  0.052
C: -3.03 0.35 -1.79  0.004
C: 2.19 -0.76 -0.84  0.021
C: -1.25 -3.34 -5.93  0.001
C: -1.18 -2.41 -0.67  0.000
C: 4.39 -0.10 -2.09  0.021
C: 1.08 0.07 -0.37  -0.015
C: -1.73 -0.31 -2.31  0.047
C: 2.79 2.56 -2.53  0.012
C: 1.09 1.30 -1.07  -0.011
C: -4.20 -0.32 -1.69  0.006
C: -4.35 -1.75 -1.51  0.001
C: -3.68 -2.17 -0.22  0.000
C: -2.88 -1.19 -4.81  0.001
C: -3.43 -3.87 -4.23  0.001
C: 2.95 0.07 -1.77  0.064
C: -2.75 1.57 -4.52  0.002
C: 0.20 2.46 -0.73  -0.002
H: 0.08 -1.92 -2.37  0.020
H: 2.02 -2.50 0.47  0.001
H: -4.36 -3.40 -3.88  0.000
H: -3.51 1.26 -5.27  0.000
H: -2.43 -3.69 0.55  0.000
H: -5.46 -1.96 -1.52  0.000
H: 0.59 -0.45 -4.77  0.025
H: -0.67 -0.26 -6.11  0.000
H: -0.66 -3.30 -0.81  0.000
H: -3.87 -1.13 -4.29  0.000
H: 0.43 -1.10 1.29  0.000
H: -0.87 0.22 -1.79  0.013
H: 3.46 -1.50 0.67  -0.001
H: -3.20 -4.69 -3.54  0.000
H: 4.65 0.32 -3.07  0.001
H: 2.02 3.33 -2.60  0.000
H: -3.28 2.00 -3.66  0.000
H: 3.15 2.31 -3.53  0.002
H: -3.08 -1.09 -5.91  0.000
H: 3.32 -2.60 -0.72  0.000
H: 4.99 0.43 -1.34  0.003
H: 0.70 0.59 1.71  -0.002
H: -2.05 -3.67 -6.61  0.000
H: -0.64 -2.58 -6.40  0.000
H: -0.63 -4.20 -5.65  0.000
H: 4.71 -1.16 -2.07  0.000
H: -3.66 -4.32 -5.21  0.000
H: -0.84 2.11 -0.51  0.000
H: -0.56 -1.89 0.02  0.000
H: -2.08 2.33 -4.97  0.000
H: -3.89 -2.33 -2.31  0.000
H: -1.49 -2.61 -2.75  0.005
H: 0.50 3.05 0.18  -0.001
H: -5.08 0.32 -1.67  0.001
H: -4.34 -2.03 0.67  0.000
H: 3.64 3.01 -1.97  0.004
H: -2.93 1.44 -1.71  0.000
H: -0.75 0.17 0.80  0.000
H: 0.14 3.20 -1.54  0.000
H: -3.32 0.75 -0.02  0.000
H: -0.09 1.19 -5.29  0.001

The value obtained for the max |F| is 5.6 eV/A. Its multiplicity is 3. For the total energy, the calculation gives -67822.2586 eV. Its HOMO-LUMO gap (alpha / beta) is 6.5 / 6.2 eV. For the relative energy (zero: lowest compared OMol25 entry of this formula, charge and spin), the calculation gives 78.42 kcal per mole. Its expectation value of S² is 2.02. Its charge is +2.

C23H41FNO6P2 | ωB97M-V/def2-TZVPD

Each line ends with the Löwdin charge.
Element x y z (Å)
P: 2.80 -0.41 0.97  0.464
P: -0.87 4.51 2.04  0.897
F: -3.13 -1.55 -3.11  0.028
O: 4.12 0.44 0.81  -0.207
O: 3.30 -1.74 1.67  -0.193
O: -3.00 -3.50 0.93  -0.022
O: -2.29 -3.31 3.08  0.071
O: 2.03 -0.63 -0.27  -0.262
O: -0.79 3.57 3.40  -0.307
N: 0.56 3.06 -0.40  -0.094
C: -1.48 3.30 0.75  -0.376
C: -2.38 5.49 2.34  -0.263
C: 1.37 2.82 -1.63  0.045
C: -2.26 -4.25 -6.07  -0.089
C: -3.30 -3.73 -3.96  -0.016
C: 2.33 -2.66 2.23  -0.242
C: 2.29 -2.57 3.74  -0.062
C: 1.52 1.95 1.60  -0.156
C: -0.81 3.64 -0.59  -0.114
C: -2.07 -0.47 0.68  -0.168
C: -3.17 -3.37 2.26  -0.339
C: 0.46 1.83 0.52  -0.222
C: 1.88 0.57 2.17  -0.172
C: 6.33 0.90 -0.03  -0.068
C: -2.03 -1.64 -0.30  -0.168
C: -1.82 0.89 0.02  -0.140
C: -1.81 -2.94 -6.17  -0.079
C: 5.20 -0.10 0.00  -0.246
C: -1.02 1.85 0.95  -0.253
C: -2.84 -2.44 -4.09  -0.282
C: -3.00 -4.64 -4.97  -0.076
C: -1.78 -2.97 0.38  -0.169
C: -2.10 -2.01 -5.18  -0.021
H: 1.35 -2.49 1.78  0.099
H: -1.29 0.73 -0.92  0.115
H: 1.90 3.73 -1.90  0.108
H: 0.64 0.96 -0.11  0.110
H: -1.56 3.63 3.96  0.068
H: -3.29 4.90 2.37  0.052
H: 7.21 0.42 -0.44  0.085
H: -0.68 4.71 -0.73  0.128
H: -3.87 -4.02 -3.09  0.118
H: 1.63 -1.78 4.09  0.068
H: 6.58 1.23 0.98  0.083
H: -2.57 3.35 0.62  0.120
H: 4.82 -0.30 -1.00  0.120
H: -3.04 -0.45 1.19  0.127
H: -1.41 -3.70 -0.33  0.131
H: 1.93 -3.51 4.15  0.085
H: -1.03 -2.88 1.16  0.101
H: -1.22 -1.49 -1.02  0.119
H: -3.35 -5.66 -4.89  0.108
H: -1.16 1.46 1.95  0.138
H: 0.71 2.54 -2.44  0.109
H: -1.77 -0.99 -5.24  0.114
H: -1.23 -2.63 -7.03  0.107
H: -1.30 -0.64 1.45  0.106
H: -2.25 6.00 3.30  0.048
H: 2.50 0.69 3.06  0.113
H: 2.09 2.02 -1.43  0.099
H: -4.24 -3.34 2.52  0.149
H: -2.47 6.26 1.58  0.047
H: -2.77 1.37 -0.24  0.121
H: -2.03 -4.96 -6.85  0.105
H: 1.05 3.79 0.14  0.140
H: 2.43 2.40 1.20  0.122
H: -1.30 3.18 -1.44  0.135
H: -2.96 -1.70 -0.87  0.107
H: 1.19 2.60 2.42  0.095
H: 6.09 1.77 -0.64  0.077
H: 3.29 -2.40 4.13  0.086
H: 5.52 -1.04 0.44  0.118
H: 0.98 0.02 2.49  0.097
H: 2.64 -3.66 1.91  0.125

The value obtained for the max |F| is 1.0 eV/A. For the total energy, the calculation gives -59583.6478 eV. Its HOMO-LUMO gap is 9.0 eV. Its charge is +1.

C23H41N10PS2Sn | ωB97M-V/def2-TZVPD

Each line ends with the Löwdin charge.
Element x y z (Å)
Sn: -0.87 -0.30 -0.53  1.307
S: 1.93 -1.71 -2.22  1.037
S: 2.68 0.38 1.68  0.866
P: -3.36 2.45 -0.72  1.226
N: -1.04 1.42 -1.95  -0.112
N: -1.07 -2.59 -2.60  -0.110
N: -1.83 3.19 -2.97  -0.086
N: -3.06 -0.37 -0.77  -0.113
N: 4.99 1.21 2.64  -0.172
N: -5.15 0.28 -0.85  -0.084
N: 0.10 -3.26 -0.06  -0.137
N: -2.42 3.06 1.86  -0.090
N: 4.12 -0.68 3.70  -0.164
N: -1.45 1.29 1.01  -0.112
C: -0.72 2.80 -3.66  0.010
C: -3.86 -1.49 -0.80  -0.089
C: -3.26 4.26 2.02  0.026
C: 2.95 -1.47 4.09  -0.026
C: -0.40 -2.08 -3.78  -0.244
C: -1.58 2.57 2.82  0.004
C: 2.24 -3.27 -1.38  -0.378
C: -5.16 -1.09 -0.85  0.015
C: -6.35 1.13 -0.87  0.029
C: 1.52 -3.45 -0.02  -0.242
C: -0.86 -4.00 -2.27  -0.166
C: -0.73 -4.25 -0.75  -0.167
C: 1.14 -2.22 -3.75  -0.387
C: -0.98 1.46 2.28  -0.107
C: -0.22 1.70 -3.02  -0.100
C: -2.33 2.27 0.77  -0.443
C: -2.68 4.34 -3.32  0.028
C: -2.01 2.33 -1.94  -0.438
C: 5.21 1.95 1.38  -0.042
C: 4.07 0.27 2.78  -0.643
C: 5.72 1.79 3.78  0.010
C: 5.37 -1.07 4.39  0.014
C: -3.87 0.69 -0.79  -0.430
H: 0.03 -4.36 -2.78  0.104
H: 6.28 2.03 1.23  0.116
H: -6.41 1.72 0.05  0.104
H: -3.70 4.01 -3.50  0.103
H: -7.22 0.48 -0.93  0.112
H: 6.77 1.49 3.77  0.115
H: 1.55 -1.57 -4.52  0.105
H: 1.81 -4.46 0.31  0.148
H: 6.23 -0.70 3.85  0.099
H: -0.37 -5.27 -0.60  0.140
H: -6.08 -1.65 -0.88  0.154
H: -2.28 4.79 -4.22  0.111
H: -2.66 5.07 -2.52  0.104
H: 2.12 -1.29 3.42  0.035
H: 1.94 -2.74 0.69  0.101
H: 0.66 1.13 -3.26  0.109
H: -4.30 3.97 2.17  0.109
H: 2.65 -1.20 5.10  0.118
H: -0.23 -3.18 0.89  0.107
H: 2.03 -4.07 -2.08  0.088
H: -3.17 4.90 1.15  0.095
H: 5.67 2.87 3.69  0.112
H: -2.06 -2.37 -2.66  0.093
H: -1.68 -4.62 -2.63  0.141
H: -0.26 0.81 2.73  0.091
H: 3.22 -2.53 4.08  0.108
H: -0.37 3.33 -4.53  0.152
H: -0.69 -2.58 -4.71  0.146
H: 3.32 -3.27 -1.19  0.108
H: 4.77 1.43 0.54  0.060
H: -3.47 -2.49 -0.77  0.111
H: 4.79 2.95 1.46  0.108
H: 5.26 1.50 4.72  0.101
H: -6.33 1.79 -1.73  0.103
H: -0.66 -1.02 -3.89  0.101
H: 5.38 -0.70 5.41  0.116
H: 1.47 -3.24 -3.95  0.094
H: 5.41 -2.15 4.40  0.110
H: -1.73 -4.19 -0.31  0.117
H: -2.91 4.81 2.89  0.111
H: -1.48 3.02 3.79  0.149

The value obtained for the max |F| is 0.6 eV/A. For the total energy, the calculation gives -76170.3782 eV. Its HOMO-LUMO gap (alpha / beta) is 4.8 / 6.0 eV. Its charge is +4.